Here is a single C4H9NO2 molecule in a non-equilibrium geometry from the OMol25 dataset. Energies are from wB97M-V/def2-TZVPD.

Element x y z (Å)
1 C -1.997 -0.647 -0.074
2 O -1.550 0.585 0.441
3 C -0.274 0.347 0.977
4 C 0.850 0.278 -0.083
5 N 1.917 -0.382 0.131
6 O 1.907 -1.001 1.371
7 C 0.782 0.997 -1.398
8 H -3.059 -0.489 -0.294
9 H -1.438 -0.876 -0.994
10 H -1.791 -1.474 0.621
11 H -0.338 -0.613 1.480
12 H -0.063 1.201 1.639
13 H 2.760 -1.442 1.361
14 H 0.628 2.061 -1.230
15 H -0.046 0.614 -1.991
16 H 1.711 0.840 -1.955

Atomic forces in eV per Å
-0.4 0.3 -0.8
0.2 -0.3 0.0
0.6 0.9 -0.6
-0.1 -0.2 0.4
-0.3 0.4 -0.5
0.2 -0.3 0.4
0.0 -0.1 0.2
0.2 -0.5 0.0
-0.3 -0.1 0.0
-0.5 0.2 0.0
0.6 0.2 0.6
0.1 -0.5 0.1
0.0 -0.1 0.2
-0.1 0.1 -0.1
-0.1 0.1 -0.1
-0.2 0.0 0.2

**Multiplicity**: 1
**HOMO-LUMO gap**: 0.38956 Ha
**DFT total energy**: -362.961743 Ha
**Structure (SMILES)**: COC/C(C)=N\O